Entry 1:
{"formula": "C5H10O", "method": "ωB97M-V/def2-TZVPD", "elements": ["C", "C", "C", "C", "C", "O", "H", "H", "H", "H", "H", "H", "H", "H", "H", "H"], "positions_angstrom": [[0.152463, -0.660416, -1.323975], [-0.251196, 0.105499, -0.090053], [-1.572318, 0.845828, -0.115234], [0.153690, -0.442324, 1.243985], [1.153128, 0.683841, 1.062181], [2.359239, 0.257559, 0.577782], [-0.045644, -0.076436, -2.229392], [1.224997, -0.890509, -1.304370], [-0.394320, -1.607512, -1.405307], [-1.631306, 1.547041, 0.725183], [-2.406600, 0.139559, -0.021053], [-1.703540, 1.409195, -1.045594], [-0.562892, -0.334011, 2.058875], [0.573210, -1.453918, 1.221790], [0.525483, 1.188791, 0.069029], [2.425606, -0.712186, 0.576153]], "atomic_forces_ev_per_a": [[0.045, 0.036, -0.029], [-0.170, -0.132, -0.047], [-0.009, 0.073, -0.016], [-0.051, -0.084, 0.071], [-0.077, -0.102, 0.074], [0.082, -0.179, 0.015], [0.022, -0.072, 0.136], [-0.160, 0.007, -0.020], [0.069, 0.127, 0.034], [0.016, -0.107, -0.110], [0.114, 0.070, -0.001], [0.027, -0.083, 0.120], [0.121, 0.009, -0.146], [-0.003, 0.175, -0.009], [-0.013, 0.108, -0.072], [-0.012, 0.153, 0.000]], "largest_force_ev_per_a": 0.22, "relative_energy_kj_mol": 347.23, "homo_ev": -7.9137, "total_energy_ev": -7391.1665, "orbital_gap_ev": 8.80}



Entry 2:
{"formula": "C5H10O", "method": "ωB97M-V/def2-TZVPD", "elements": ["O", "C", "C", "C", "C", "C", "H", "H", "H", "H", "H", "H", "H", "H", "H", "H"], "positions_angstrom": [[-0.281971, -1.675061, 1.897568], [-0.869988, -0.495648, 1.480114], [-0.258607, -0.187274, 0.172964], [-0.684362, 0.860631, -0.855032], [0.765801, 0.800087, -1.399063], [1.208523, 0.160825, -0.055698], [-0.190596, -2.128512, 0.826346], [-1.974493, -0.509608, 1.432112], [-0.574183, 0.420527, 2.025252], [-0.264089, -1.691940, -0.260259], [-0.931161, 1.859002, -0.449591], [-1.512846, 0.544205, -1.487062], [0.844558, 0.098608, -2.232303], [1.237158, 1.746322, -1.673933], [1.621946, 0.906755, 0.636981], [1.864310, -0.708918, -0.058394]], "atomic_forces_ev_per_a": [[0.104, -1.523, -2.126], [0.000, 0.904, -0.326], [-0.164, -2.110, -1.112], [-0.150, -0.403, -0.263], [0.159, 0.077, -0.227], [0.174, -0.179, -0.017], [-0.118, 0.985, 3.890], [0.273, -0.108, 0.015], [-0.021, -0.599, 0.761], [-0.308, 3.290, -0.541], [0.150, -0.575, 0.235], [0.088, 0.164, -0.225], [0.046, 0.079, 0.080], [-0.081, -0.144, 0.009], [-0.330, -0.123, -0.005], [0.176, 0.264, -0.146]], "largest_force_ev_per_a": 4.01, "relative_energy_kj_mol": 374.69, "homo_ev": -9.8880, "total_energy_ev": -7390.8820, "orbital_gap_ev": 10.48}



Entry 3:
{"formula": "C5H10O", "method": "ωB97M-V/def2-TZVPD", "elements": ["C", "C", "C", "H", "H", "H", "H", "H", "H", "C", "C", "O", "H", "H", "H", "H"], "positions_angstrom": [[2.173081, 0.219791, -0.117336], [1.332823, -0.616374, -0.769123], [1.175324, -2.027190, -0.275478], [2.396740, 1.214134, -0.515706], [2.778739, -0.126314, 0.733564], [0.596396, -0.057406, -1.340194], [0.992656, -2.075094, 0.795182], [0.357765, -2.555586, -0.770943], [2.065956, -2.691549, -0.492248], [-1.180170, 0.975796, 1.047336], [-2.116286, 1.023964, 0.087616], [-2.430756, 1.948925, -0.908418], [-1.473131, 0.559765, 1.998904], [-0.460527, 1.796558, 1.074478], [-2.905988, 0.212744, 0.032916], [-3.302623, 2.197836, -0.580549]], "atomic_forces_ev_per_a": [[0.303, -0.779, -0.841], [0.734, 1.591, 2.229], [0.260, -1.230, -0.911], [-0.450, -0.139, 0.459], [-0.070, 0.104, -0.529], [0.100, -0.831, -0.844], [0.013, 0.110, 0.100], [-0.136, 0.168, 0.080], [-0.690, 1.003, 0.234], [-0.925, 2.341, -1.018], [-1.579, -1.896, 0.530], [1.175, -0.169, 0.741], [0.508, -1.097, -0.258], [0.022, -0.300, 0.072], [0.878, 0.754, 0.573], [-0.142, 0.370, -0.617]], "largest_force_ev_per_a": 2.84, "relative_energy_kj_mol": 296.46, "homo_ev": -9.1050, "total_energy_ev": -7391.6928, "smiles": "C=CC.C=CO", "orbital_gap_ev": 9.95}